(1)
ORCA calculation (the ωB97M-V functional and the def2-TZVPD basis) on a single C14H30O3Si molecule at a distorted geometry.

## Properties
E_HOMO: -0.35244 hartree
Frontier orbital gap: 0.3804 Eh
E_LUMO: 0.7609 eV
Relative energy (zero: lowest compared OMol25 entry of this formula, charge and spin): 103.20 kJ/mol
Total charge: 0

Last column: natural (NBO) charge in e.
Geometry (Å):
Si: -0.694060 0.052644 -0.336348  2.3774
O: -1.081229 -0.475709 1.166205  -0.9621
O: -0.415711 -1.288367 -1.269589  -0.9431
O: 0.522100 1.145502 -0.249747  -0.9586
C: -2.280952 0.856529 -0.859570  -0.7392
C: -0.300098 1.470423 2.440240  -0.6623
C: 0.045163 -3.545921 -2.043737  -0.6246
C: 0.160299 -0.786211 3.271931  -0.6292
C: 1.851010 -1.909634 -1.000780  -0.6312
C: -2.753775 0.624047 -2.082454  -0.3488
C: -0.869443 0.082209 2.506964  0.2945
C: 0.183175 -3.031801 0.492936  -0.6398
C: 0.349731 3.338942 -0.815911  -0.6214
C: 0.767802 1.533079 -2.595713  -0.6469
C: 2.597569 2.118826 -0.997549  -0.6303
C: -2.270576 -0.094485 3.200324  -0.6168
C: 1.093328 2.055527 -1.152238  0.2720
C: 0.402697 -2.440877 -0.944490  0.2994
H: -0.109438 -1.836772 3.273929  0.2113
H: 2.930692 2.170978 0.080770  0.2173
H: 0.820119 4.235414 -1.351547  0.2070
H: -0.996607 2.219887 2.135547  0.2116
H: 0.636250 1.519746 1.796251  0.2517
H: 1.905061 -1.235395 -0.189238  0.2091
H: 0.365365 -4.538479 -1.740709  0.2064
H: 2.641517 -2.651182 -0.914893  0.2144
H: 0.479482 -3.313681 -3.031840  0.2093
H: 3.013062 2.996844 -1.567253  0.2151
H: -0.014049 1.769506 3.456780  0.2119
H: -2.942080 1.346237 -0.125763  0.2219
H: -1.064090 -3.638897 -2.209467  0.2212
H: 0.494915 -2.373975 1.241568  0.2163
H: 0.489371 3.493542 0.262862  0.2173
H: -2.158212 0.078849 -2.732253  0.1939
H: -0.824651 -3.231901 0.800709  0.2217
H: -2.500271 -1.121430 3.417250  0.2146
H: 3.162758 1.343337 -1.475679  0.2168
H: -3.639564 1.140880 -2.374556  0.1902
H: -0.328444 1.466519 -2.647894  0.2188
H: 1.042389 2.283875 -3.360256  0.2129
H: 0.652688 -4.012244 0.576814  0.2083
H: 1.293416 0.665969 -2.938125  0.2195
H: 1.935354 -1.277643 -1.863746  0.2103
H: -0.720977 3.189887 -1.066805  0.2247
H: 0.288683 -0.463332 4.279337  0.2108
H: -2.254787 0.448224 4.190115  0.2037
H: -3.030928 0.293890 2.506423  0.2163
H: 1.125944 -0.673376 2.841194  0.2065

Forces on atoms 1 to 6 (eV/Å):
Si -0.7419 -0.4260 0.5671
O 0.9593 0.3209 0.9758
O -0.1455 0.2236 0.7002
O 0.3521 -1.6626 0.5930
C -0.1893 -0.6282 -0.1856
C 1.3923 0.4331 0.5472

---

(2)
ORCA calculation (the ωB97M-V functional and the def2-TZVPD basis) on 2 unconnected molecules or ions with the total composition C31H32NO2S at a distorted geometry.

## Properties
E_HOMO: -0.35195 hartree
Frontier orbital gap: 0.1463 Eh
E_LUMO: -5.5962 eV
Total charge: +1

Last column: natural (NBO) charge in e.
Geometry (Å):
S: -1.093030 -2.248647 2.725450  0.9063
O: 1.746432 -1.777756 1.987805  -0.7100
O: -4.805372 -2.463181 -3.797855  -0.5042
N: 5.120505 3.018814 4.461309  -0.4968
C: -5.321563 -1.797594 -4.943128  0.2600
C: 3.846048 0.355917 -2.201650  -0.0782
C: 3.069150 -0.337223 -3.112656  -0.2208
C: -2.370466 -2.121812 -3.750282  -0.2533
C: 0.034601 -0.975897 3.278793  -0.7365
C: 1.899430 0.863404 -0.912290  -0.0768
C: 1.342366 -0.934163 2.809270  0.4272
C: -3.646106 -1.912279 -3.201779  0.4175
C: 2.284455 0.109202 3.266257  -0.0608
C: 1.079382 0.141003 -1.805068  -0.1050
C: -3.755212 -1.103341 -2.057942  -0.2260
C: 1.708775 -0.421541 -2.935251  -0.1147
C: -6.277300 -0.317011 -7.091784  -0.1974
C: -1.266565 -1.531460 -3.205856  -0.0904
C: 1.945465 1.083363 4.208267  -0.2081
C: -4.679802 -1.842193 -6.181501  -0.2131
C: -1.371248 -0.652290 -2.096114  -0.1902
C: -6.468388 -1.014441 -4.818792  -0.2469
C: 5.862222 2.878433 5.710185  -0.3948
C: -0.304634 0.040928 -1.492319  0.1398
C: 5.123661 4.366453 3.901579  -0.3928
C: -5.156159 -1.109770 -7.243102  -0.2109
C: -2.661762 -0.484027 -1.530693  -0.0913
C: -6.936843 -0.278319 -5.879484  -0.1925
C: 3.252711 0.971149 -1.114366  -0.2262
C: -2.486747 -1.130073 2.447906  -0.7528
C: 4.489430 1.062185 3.116168  -0.2314
C: -1.635009 -2.766198 4.375573  -0.7532
C: 4.153161 2.043504 4.056996  0.1800
C: 3.572044 0.118168 2.733601  -0.1959
C: 2.859344 2.030861 4.593835  -0.2254
H: 6.126952 4.621158 3.571354  0.1896
H: -2.470356 -3.456117 4.298852  0.2305
H: -3.813272 -2.466814 -6.292344  0.2071
H: -2.771927 0.148432 -0.665573  0.2214
H: 6.923291 3.015873 5.521555  0.1903
H: 2.603297 2.784025 5.317829  0.2167
H: 3.539013 -0.812996 -3.960521  0.2379
H: -4.662552 -1.166289 -8.198993  0.2257
H: -0.815299 -3.265716 4.884530  0.2615
H: -7.824002 0.321324 -5.764742  0.2273
H: -1.940304 -1.910481 4.970720  0.2350
H: -3.381657 -1.691791 2.197186  0.2289
H: 3.826278 -0.644287 2.015176  0.2371
H: -0.326847 -0.244286 3.970194  0.2099
H: -4.726708 -0.976233 -1.613966  0.2403
H: 0.962119 1.088917 4.643865  0.2033
H: 4.808412 5.086196 4.652558  0.1756
H: -2.246904 -0.464024 1.624443  0.2277
H: 5.534210 3.624827 6.428858  0.1746
H: 5.482393 1.061305 2.702318  0.2193
H: -6.645941 0.259699 -7.922735  0.2253
H: 5.705340 1.889819 6.134405  0.2097
H: -0.588498 0.588229 -0.609054  0.2163
H: -2.289181 -2.779347 -4.599196  0.2454
H: 1.446620 1.340007 -0.059676  0.2303
H: 3.857099 1.531699 -0.418652  0.2458
H: -2.682438 -0.529721 3.331488  0.2398
H: 1.127146 -0.866542 -3.715492  0.2078
H: -6.962151 -0.991938 -3.865608  0.2248
H: 4.447460 4.425538 3.052369  0.2012
H: 4.912704 0.423701 -2.338892  0.2361
H: -0.307275 -1.808333 -3.593337  0.2231

Forces on atoms 1 to 6 (eV/Å):
S 1.1876 2.6997 1.9295
O 0.4009 -0.1848 -0.5167
O 1.3850 0.6698 0.7257
N 0.1405 -0.2629 -0.3449
C 0.1498 0.8933 -0.5355
C 0.0487 0.0613 0.2728

---

(3)
ORCA calculation (the ωB97M-V functional and the def2-TZVPD basis) on 3 unconnected molecules or ions with the total composition C6H6Br2FNO at a distorted geometry.

## Properties
E_HOMO (spin up / spin down): -0.37624 / -0.34354 hartree
Frontier orbital gap (spin up / spin down): 0.3098 / 0.2141 Eh
E_LUMO (spin up / spin down): -1.8072 / -3.5212 eV
Relative energy (zero: lowest compared OMol25 entry of this formula, charge and spin): 260.53 kJ/mol
Total charge: 0

Last column: natural (NBO) charge in e.
Geometry (Å):
Br: -2.968013 0.032394 1.943145  -0.0504
Br: 4.214988 0.539766 0.669891  0.1225
F: 3.097065 -1.319305 -0.937728  -0.3062
O: -1.162215 -1.912651 -1.228011  -0.4823
N: 1.434520 -1.894106 1.984560  -0.1933
C: 0.755679 -0.369473 -2.775506  -0.6367
C: 0.924164 0.975888 -0.736248  -0.3296
C: 2.032145 -1.408921 1.153567  0.0844
C: 2.874516 -0.790755 0.283610  0.2846
C: -0.718920 -0.922827 -0.731474  0.4368
C: 0.323900 -0.048401 -1.338854  -0.1182
H: 1.164269 0.572927 -3.035720  0.2169
H: 1.670769 1.593065 -1.147754  0.2038
H: 1.578547 -1.020724 -2.817379  0.2283
H: -1.206268 -0.430883 0.279220  0.0910
H: 0.835914 1.272428 0.367522  0.2124
H: -0.159649 -0.753161 -3.234626  0.2361

Forces on atoms 1 to 6 (eV/Å):
Br 0.1012 -0.0106 -0.0822
Br -1.2811 -1.0485 0.0622
F -0.4203 0.1454 0.9219
O 0.1829 -0.0471 0.0745
N -2.0752 -1.3837 2.2666
C -1.8296 0.5452 1.9263

---

(4)
ORCA calculation (the ωB97M-V functional and the def2-TZVPD basis) on a molecular structure, C5H12NO at a distorted geometry.

## Properties
E_HOMO: -0.04896 hartree
Frontier orbital gap: 0.1405 Eh
E_LUMO: 2.4905 eV
Relative energy (zero: lowest compared OMol25 entry of this formula, charge and spin): 563.12 kJ/mol
Total charge: -1

Last column: natural (NBO) charge in e.
Geometry (Å):
O: -0.176605 -0.584086 3.354244  -0.9098
N: -0.938106 0.715114 -4.094451  -1.1382
C: -1.159751 -0.576074 -3.516258  -0.4005
C: 0.357520 -0.014070 -0.717517  -0.6810
C: 0.063301 -0.001634 0.751501  -0.1596
C: 0.754880 0.347913 3.110569  -0.0857
C: 1.072696 0.360829 1.645286  -0.0902
H: 0.703727 -0.889422 1.399422  0.3564
H: -0.240130 -1.008785 -3.052430  0.0793
H: 0.464871 1.386824 3.410552  0.1552
H: -1.987574 -0.643038 -2.770479  0.1056
H: 1.710478 0.234098 3.690830  0.1178
H: 1.235541 -0.638082 -0.841888  0.2165
H: -0.931578 -0.006978 1.188167  0.2871
H: 0.517566 0.995798 -1.103667  0.2507
H: -1.206654 1.425321 -3.413790  0.2637
H: -0.434500 -0.417333 -1.343310  0.2815
H: -1.421723 -1.329444 -4.283737  0.1338
H: 2.031321 0.597724 1.171763  0.2175

Forces on atoms 1 to 6 (eV/Å):
O -0.0683 0.2678 -0.0268
N -0.0360 0.1729 -0.0391
C 0.0915 0.1427 -0.4837
C -0.4630 -0.2268 0.2075
C 0.5066 1.3149 -0.0739
C 0.1515 -0.5622 1.1833

---

total charge of number 2 (C31H32NO2S)?
+1